Arrangement A

This record from the Open Molecules 2025 dataset describes one molecule with the formula C7H12. The level of theory is ωB97M-V/def2-TZVPD.

```
! wB97M-V def2-TZVPD RIJCOSX def2/J DEFGRID3
* xyz 0 1
C -1.51 1.80 -0.23
C -1.21 0.47 -0.02
C -2.34 -0.56 0.01
C 0.17 -0.07 0.08
C 0.48 -1.24 0.93
C 1.17 0.43 -0.68
C 2.62 0.10 -0.60
H -0.70 2.54 0.22
H -2.51 2.08 -0.65
H -2.03 -1.41 -0.49
H -3.19 -0.04 -0.48
H -2.68 -0.69 1.09
H -0.22 -1.29 1.76
H 1.41 -1.17 1.55
H 0.64 -2.15 0.51
H 0.98 1.29 -1.36
H 2.96 0.15 -1.65
H 2.71 -0.88 -0.12
H 3.25 0.65 0.14
*
```

The gap between HOMO and LUMO comes out at 9.30 eV. Its HOMO energy is -8.2808 eV. The calculation puts the LUMO energy at 1.022 eV.

---

Arrangement B

This record from the Open Molecules 2025 dataset describes one molecule with the formula C7H12. The level of theory is ωB97M-V/def2-TZVPD.

```
! wB97M-V def2-TZVPD RIJCOSX def2/J DEFGRID3
* xyz 0 1
C 3.97 -0.12 0.93
C 2.68 -0.54 0.39
C 1.62 -0.76 -0.15
C 0.30 -0.72 -0.80
C -0.75 -0.02 0.06
C -2.07 0.12 -0.69
C -3.16 0.78 0.14
H 3.85 0.54 1.79
H 4.52 0.44 0.17
H 4.61 -0.95 1.25
H -0.08 -1.71 -1.09
H 0.40 -0.16 -1.75
H -0.90 -0.56 1.00
H -0.36 0.97 0.33
H -2.41 -0.87 -1.02
H -1.90 0.70 -1.61
H -3.35 0.21 1.05
H -2.87 1.80 0.43
H -4.10 0.85 -0.42
*
```

The gap between HOMO and LUMO comes out at 10.42 eV. Its HOMO energy is -9.3361 eV. The calculation puts the LUMO energy at 1.081 eV.

---

Arrangement C

This record from the Open Molecules 2025 dataset describes one molecule with the formula C7H12. The level of theory is ωB97M-V/def2-TZVPD.

```
! wB97M-V def2-TZVPD RIJCOSX def2/J DEFGRID3
* xyz 0 1
C -1.96 0.07 0.47
C -1.19 -0.57 -0.66
C -0.02 0.06 -1.37
C 0.73 1.22 -0.73
C 1.46 0.69 0.54
C 1.08 -0.82 0.66
C 0.19 -1.17 -0.53
H -2.72 0.75 0.08
H -2.47 -0.69 1.07
H -1.32 0.65 1.14
H -1.84 -1.14 -1.32
H -0.02 -0.01 -2.46
H 1.46 1.59 -1.47
H 0.06 2.06 -0.51
H 2.53 0.75 0.37
H 1.15 1.24 1.43
H 0.59 -1.05 1.61
H 1.98 -1.45 0.60
H 0.34 -2.14 -1.00
*
```

The gap between HOMO and LUMO comes out at 10.84 eV. Its HOMO energy is -9.7008 eV. The calculation puts the LUMO energy at 1.137 eV.

---

Which structure is most stable? arrangement C, by 78.8 kJ/mol over the runner-up.

---

Arrangement A

This record from the Open Molecules 2025 dataset describes one molecule with the formula C7H12. The level of theory is ωB97M-V/def2-TZVPD.

```
! wB97M-V def2-TZVPD RIJCOSX def2/J DEFGRID3
* xyz 0 1
C -0.35 1.37 -2.06
C 0.12 1.16 -0.83
C -0.26 2.06 0.31
C 1.22 0.12 -0.59
C 0.84 -1.01 0.35
C -0.44 -1.29 0.62
C -0.78 -2.53 1.44
H -0.70 2.40 -2.17
H -0.39 0.64 -2.85
H -0.65 3.01 -0.08
H -0.99 1.62 0.99
H 0.57 2.39 0.94
H 2.07 0.78 -0.31
H 1.71 -0.10 -1.55
H 1.64 -1.56 0.82
H -1.15 -0.68 0.07
H -0.46 -3.31 0.76
H -1.81 -2.53 1.78
H -0.16 -2.54 2.34
*
```

The gap between HOMO and LUMO comes out at 10.13 eV. Its HOMO energy is -9.0241 eV. The calculation puts the LUMO energy at 1.105 eV.

---

Arrangement B

This record from the Open Molecules 2025 dataset describes one molecule with the formula C7H12. The level of theory is ωB97M-V/def2-TZVPD.

```
! wB97M-V def2-TZVPD RIJCOSX def2/J DEFGRID3
* xyz 0 1
C -2.34 -1.08 -0.34
C -1.05 -0.53 -0.94
C -0.77 0.90 -0.68
C 0.75 -0.05 1.70
C 1.36 0.88 0.67
C 1.87 0.42 -0.64
C 0.62 1.30 -0.63
H -2.62 -2.03 -0.81
H -3.15 -0.36 -0.46
H -2.21 -1.27 0.73
H -0.23 -1.26 -0.85
H -1.20 -0.40 -2.04
H -0.21 0.34 2.08
H 0.57 -1.05 1.30
H 1.43 -0.14 2.56
H 1.88 1.73 1.11
H 2.76 0.88 -1.05
H 1.75 -0.63 -0.89
H 0.80 2.35 -0.85
*
```

The gap between HOMO and LUMO comes out at 8.32 eV. Its HOMO energy is -7.7961 eV. The calculation puts the LUMO energy at 0.528 eV.

---

Arrangement C

This record from the Open Molecules 2025 dataset describes a 2-piece molecular cluster, C7H12 overall. The level of theory is ωB97M-V/def2-TZVPD.

```
! wB97M-V def2-TZVPD RIJCOSX def2/J DEFGRID3
* xyz 0 1
C -0.61 -1.69 0.52
C -1.36 -0.77 -0.37
C -1.75 -0.36 -1.53
C -2.49 0.20 -0.36
H -1.33 -2.40 0.94
H 0.16 -2.25 -0.02
H -0.15 -1.14 1.34
H -1.72 -0.43 -2.61
H -2.33 1.24 -0.05
H -3.49 -0.17 -0.11
C 0.69 1.66 0.82
C 1.84 0.99 0.77
C 2.31 0.20 -0.43
H 0.41 2.24 1.70
H 0.00 1.65 -0.01
H 2.52 1.02 1.62
H 3.12 0.73 -0.94
H 1.49 0.06 -1.14
H 2.69 -0.78 -0.14
*
```

The gap between HOMO and LUMO comes out at 10.21 eV. Its HOMO energy is -9.0789 eV. The calculation puts the LUMO energy at 1.136 eV.

---

Which structure is most stable? arrangement A, by 119.5 kJ/mol over the runner-up.

---

Arrangement A

This record from the Open Molecules 2025 dataset describes one molecule with the formula C7H12. The level of theory is ωB97M-V/def2-TZVPD.

```
! wB97M-V def2-TZVPD RIJCOSX def2/J DEFGRID3
* xyz 0 1
C -2.57 0.23 0.17
C -1.21 -0.45 0.02
C -0.22 0.10 -1.04
C 0.88 0.03 0.02
C 2.18 -0.70 -0.09
C 2.16 0.80 0.04
C -0.15 -0.21 1.13
H -3.22 -0.01 -0.67
H -2.46 1.32 0.20
H -3.07 -0.09 1.09
H -1.36 -1.53 -0.12
H -0.08 -0.51 -1.94
H -0.45 1.13 -1.34
H 2.47 -1.14 -1.04
H 2.50 -1.27 0.78
H 2.39 1.38 -0.86
H 2.51 1.25 0.96
H -0.35 0.67 1.75
H 0.05 -1.07 1.78
*
```

The gap between HOMO and LUMO comes out at 10.94 eV. Its HOMO energy is -9.7729 eV. The calculation puts the LUMO energy at 1.168 eV.

---

Arrangement B

This record from the Open Molecules 2025 dataset describes a 2-piece molecular cluster, C7H12 overall. The level of theory is ωB97M-V/def2-TZVPD.

```
! wB97M-V def2-TZVPD RIJCOSX def2/J DEFGRID3
* xyz 0 1
C 0.12 -0.28 2.34
C 0.90 0.29 1.16
C 1.30 0.00 -0.46
C 0.67 -0.51 -1.71
C -0.81 -0.70 -1.48
C -1.08 0.44 -0.47
C 0.29 0.98 0.01
H 0.73 -0.98 2.91
H -0.17 0.52 3.05
H -0.80 -0.78 2.04
H 1.85 0.70 1.49
H 2.34 0.27 -0.63
H 0.65 1.04 -2.23
H 1.18 -1.33 -2.26
H -1.31 -0.54 -2.44
H -1.13 -1.70 -1.13
H -1.74 0.11 0.34
H -1.58 1.25 -0.99
H 0.47 2.01 -0.30
*
```

The gap between HOMO and LUMO comes out at 9.36 eV. Its HOMO energy is -8.4788 eV. The calculation puts the LUMO energy at 0.885 eV.

---

Which structure is most stable? arrangement A, by 287.7 kJ/mol over the runner-up.

---

Arrangement A

This record from the Open Molecules 2025 dataset describes one molecule with the formula C7H12. The level of theory is ωB97M-V/def2-TZVPD.

```
! wB97M-V def2-TZVPD RIJCOSX def2/J DEFGRID3
* xyz 0 1
C -1.22 2.41 -1.05
C -0.12 1.60 -1.03
C 0.08 0.41 -0.27
C -0.87 -0.51 -0.34
C -1.35 -1.62 0.70
C 1.23 0.27 0.63
C 1.88 -1.08 0.21
H -1.44 3.33 -1.60
H -2.01 2.20 -0.38
H 0.75 2.03 -1.61
H -1.60 -0.22 -1.11
H -2.32 -2.18 0.58
H -1.23 -1.09 1.66
H -0.68 -2.44 0.75
H 1.96 1.14 0.88
H 0.81 0.13 1.69
H 2.46 -1.18 -0.67
H 1.02 -1.70 0.06
H 2.64 -1.51 0.91
*
```

The gap between HOMO and LUMO comes out at 9.74 eV. Its HOMO energy is -8.6751 eV. The calculation puts the LUMO energy at 1.066 eV.

---

Arrangement B

This record from the Open Molecules 2025 dataset describes one molecule with the formula C7H12. The level of theory is ωB97M-V/def2-TZVPD.

```
! wB97M-V def2-TZVPD RIJCOSX def2/J DEFGRID3
* xyz 0 1
C -0.18 1.07 0.65
C -1.22 2.13 0.62
C 1.88 -1.29 0.48
C 0.51 0.63 -0.51
C -0.66 -0.50 -0.97
C 1.51 -0.41 -0.65
C -1.34 -1.44 -0.31
H -0.17 0.43 1.53
H 0.54 1.36 -1.31
H -0.90 -0.31 -2.01
H 1.92 -0.58 -1.64
H -1.12 2.80 1.48
H -2.24 1.71 0.67
H -1.15 2.74 -0.28
H 2.84 -1.77 0.31
H 1.93 -0.77 1.44
H 1.13 -2.10 0.62
H -2.06 -2.04 -0.85
H -1.21 -1.67 0.74
*
```

The gap between HOMO and LUMO (alpha / beta) comes out at 7.50 / 7.32 eV. Its HOMO energy (alpha / beta) is -6.6248 / -6.7213 eV. The calculation puts the LUMO energy (alpha / beta) at 0.872 / 0.596 eV.

---

Arrangement C

This record from the Open Molecules 2025 dataset describes C7H12 as an isolated structure. The level of theory is ωB97M-V/def2-TZVPD.

```
! wB97M-V def2-TZVPD RIJCOSX def2/J DEFGRID3
* xyz 0 1
C -1.89 -0.04 0.61
C -1.30 -0.54 -0.69
C -0.09 0.03 -1.40
C 0.87 1.13 -0.87
C 1.16 0.84 0.61
C 1.23 -0.63 0.70
C 0.03 -1.26 -0.68
H -2.38 0.93 0.50
H -2.64 -0.76 0.97
H -1.13 0.03 1.39
H -2.09 -0.86 -1.38
H -0.14 0.08 -2.50
H 1.77 0.97 -1.45
H 0.51 2.15 -1.08
H 2.24 0.63 1.15
H 0.54 1.43 1.31
H 1.11 -0.99 1.72
H 2.10 -1.01 0.18
H 0.13 -2.22 -1.23
*
```

The gap between HOMO and LUMO comes out at 10.23 eV. Its HOMO energy is -9.1198 eV. The calculation puts the LUMO energy at 1.111 eV.

---

Arrangement D

This record from the Open Molecules 2025 dataset describes a 2-piece molecular cluster, C7H12 overall. The level of theory is ωB97M-V/def2-TZVPD.

```
! wB97M-V def2-TZVPD RIJCOSX def2/J DEFGRID3
* xyz 0 1
C -2.04 -1.28 0.79
C -1.54 -0.43 -0.34
C -0.38 0.23 -0.37
C 0.09 1.10 -1.46
C 1.22 1.73 -1.12
C 1.68 1.38 0.27
C 0.70 0.26 0.71
H -3.03 -0.94 1.12
H -2.14 -2.33 0.49
H -1.37 -1.24 1.65
H -2.19 -0.35 -1.21
H -0.44 1.21 -2.40
H 1.75 2.45 -1.75
H 2.72 1.05 0.29
H 1.62 2.26 0.93
H 0.28 0.44 1.70
H 1.21 -0.70 0.74
H 0.74 -2.18 -1.23
H 1.07 -2.83 -1.09
*
```

The gap between HOMO and LUMO comes out at 9.30 eV. Its HOMO energy is -8.0931 eV. The calculation puts the LUMO energy at 1.202 eV.

---

Which structure is most stable? arrangement D, by 109.4 kJ/mol over the runner-up.

---

Arrangement A

This record from the Open Molecules 2025 dataset describes one molecule with the formula C7H12. The level of theory is ωB97M-V/def2-TZVPD.

```
! wB97M-V def2-TZVPD RIJCOSX def2/J DEFGRID3
* xyz 0 1
C -1.85 -0.05 0.74
C -1.44 -0.35 -0.66
C -0.16 -0.10 -1.19
C 0.85 1.34 -0.68
C 1.36 1.21 0.63
C 1.00 -1.28 0.72
C 0.52 -1.25 -0.55
H -2.82 0.46 0.71
H -1.97 -0.92 1.40
H -1.13 0.62 1.21
H -2.26 -0.64 -1.33
H -0.15 -0.16 -2.28
H 1.62 1.26 -1.45
H 0.18 2.18 -0.85
H 2.39 0.95 0.84
H 0.82 1.64 1.47
H 0.58 -0.78 1.58
H 1.73 -2.06 0.94
H 0.74 -2.07 -1.23
*
```

The gap between HOMO and LUMO (alpha / beta) comes out at 7.31 / 7.83 eV. Its HOMO energy (alpha / beta) is -6.9412 / -7.2959 eV. The calculation puts the LUMO energy (alpha / beta) at 0.369 / 0.532 eV.

---

Arrangement B

This record from the Open Molecules 2025 dataset describes one molecule with the formula C7H12. The level of theory is ωB97M-V/def2-TZVPD.

```
! wB97M-V def2-TZVPD RIJCOSX def2/J DEFGRID3
* xyz 0 1
C -0.03 -2.75 -0.37
C -0.55 -1.50 0.23
C 0.17 -0.39 1.01
C -0.23 0.98 0.52
C -0.85 1.83 1.40
C 1.16 0.75 -1.67
C 0.05 1.29 -0.82
H 1.97 0.35 -1.04
H -0.10 -3.64 0.26
H 0.93 -2.72 -0.85
H -1.63 -1.37 0.38
H -0.27 -1.08 -0.79
H -0.08 -0.41 2.09
H 1.25 -0.51 0.93
H -1.22 1.45 2.34
H -1.03 2.85 1.09
H 1.59 1.53 -2.29
H 0.81 -0.04 -2.33
H -0.64 1.98 -1.30
*
```

The gap between HOMO and LUMO comes out at 4.03 eV. Its HOMO energy is -5.9899 eV. The calculation puts the LUMO energy at -1.962 eV.

---

Arrangement C

This record from the Open Molecules 2025 dataset describes one molecule with the formula C7H12. The level of theory is ωB97M-V/def2-TZVPD.

```
! wB97M-V def2-TZVPD RIJCOSX def2/J DEFGRID3
* xyz 0 1
C -0.11 1.74 -1.52
C -0.60 0.96 -0.58
C -1.87 0.34 -1.00
C -0.09 1.12 0.95
C 0.68 -0.16 1.34
C 0.53 -1.40 0.77
C 1.59 -2.38 0.24
H -0.63 2.05 -2.56
H 0.66 2.54 -1.27
H -2.63 0.53 -0.15
H -2.14 0.63 -1.96
H -1.66 -0.76 -0.84
H -1.06 1.20 1.69
H 0.49 2.10 0.84
H 1.38 0.01 2.22
H -0.63 -1.68 0.35
H 2.65 -2.07 0.60
H 1.57 -2.55 -0.81
H 1.28 -3.33 0.69
*
```

The gap between HOMO and LUMO comes out at 9.45 eV. Its HOMO energy is -8.4134 eV. The calculation puts the LUMO energy at 1.039 eV.

---

Arrangement D

This record from the Open Molecules 2025 dataset describes C7H12 as an isolated structure. The level of theory is ωB97M-V/def2-TZVPD.

```
! wB97M-V def2-TZVPD RIJCOSX def2/J DEFGRID3
* xyz 0 1
C 0.86 -0.92 -1.96
C -0.06 -1.05 -0.75
C 0.60 -0.72 0.62
C -0.48 0.15 1.39
C 0.14 1.29 2.17
C -1.62 0.76 0.39
C -1.03 0.00 -0.43
H 1.29 0.08 -2.03
H 1.68 -1.64 -1.85
H 0.34 -1.15 -2.90
H -0.54 -2.04 -0.75
H 0.92 -1.61 1.18
H 1.47 -0.09 0.43
H -1.05 -0.50 2.06
H 0.70 1.96 1.50
H 0.83 0.91 2.93
H -0.64 1.89 2.66
H -1.70 1.51 -2.00
H -1.72 1.18 -2.67
*
```

The gap between HOMO and LUMO comes out at 10.28 eV. Its HOMO energy is -9.3002 eV. The calculation puts the LUMO energy at 0.978 eV.

---

Which structure is most stable? arrangement C, by 84.3 kJ/mol over the runner-up.

---

Arrangement A

This record from the Open Molecules 2025 dataset describes one molecule with the formula C7H12. The level of theory is ωB97M-V/def2-TZVPD.

```
! wB97M-V def2-TZVPD RIJCOSX def2/J DEFGRID3
* xyz 0 1
C 1.40 0.23 -2.45
C 0.70 0.86 -1.31
C -0.46 0.06 -0.82
C -0.40 -0.07 0.70
C -1.18 0.87 1.57
C -1.61 -0.57 1.44
C 1.00 -0.50 1.14
H 1.31 0.95 -3.27
H 1.04 -0.76 -2.77
H 2.48 0.19 -2.26
H 1.73 0.21 0.72
H -1.34 0.65 -1.13
H -0.56 -0.95 -1.28
H -1.78 1.64 1.09
H -0.73 1.17 2.51
H -2.52 -0.77 0.87
H -1.48 -1.23 2.29
H 1.25 -1.49 0.75
H 1.13 -0.51 2.23
*
```

The gap between HOMO and LUMO comes out at 8.44 eV. Its HOMO energy is -8.1622 eV. The calculation puts the LUMO energy at 0.281 eV.

---

Arrangement B

This record from the Open Molecules 2025 dataset describes one molecule with the formula C7H12. The level of theory is ωB97M-V/def2-TZVPD.

```
! wB97M-V def2-TZVPD RIJCOSX def2/J DEFGRID3
* xyz 0 1
C -0.94 2.37 0.84
C -0.09 1.58 0.18
C 0.40 1.93 -1.18
C 0.55 0.46 0.95
C 0.68 -0.81 0.08
C 0.16 -1.98 0.43
C -0.51 -3.03 -0.53
H -1.63 2.94 0.16
H -0.98 2.38 1.93
H -0.11 2.70 -1.72
H 0.51 0.98 -1.77
H 1.48 2.12 -1.25
H 1.55 0.67 1.38
H -0.04 0.16 1.81
H 1.41 -0.70 -0.73
H -0.17 -2.14 1.49
H 0.21 -3.76 -0.89
H -1.35 -3.36 0.11
H -1.11 -2.51 -1.30
*
```

The gap between HOMO and LUMO comes out at 9.60 eV. Its HOMO energy is -8.5946 eV. The calculation puts the LUMO energy at 1.003 eV.

---

Arrangement C

This record from the Open Molecules 2025 dataset describes one molecule with the formula C7H12. The level of theory is ωB97M-V/def2-TZVPD.

```
! wB97M-V def2-TZVPD RIJCOSX def2/J DEFGRID3
* xyz 0 1
C 3.54 -0.02 1.19
C 2.61 -0.52 0.17
C 1.70 -0.78 -0.56
C 0.36 -0.81 -1.17
C -0.57 -0.05 -0.21
C -2.01 0.06 -0.68
C -2.87 0.82 0.33
H 2.93 0.43 1.97
H 4.20 0.75 0.78
H 4.15 -0.80 1.65
H 0.01 -1.84 -1.32
H 0.37 -0.33 -2.15
H -0.53 -0.54 0.77
H -0.15 0.95 -0.06
H -2.43 -0.95 -0.84
H -2.04 0.57 -1.66
H -2.87 0.32 1.30
H -2.48 1.83 0.48
H -3.91 0.91 -0.01
*
```

The gap between HOMO and LUMO comes out at 10.33 eV. Its HOMO energy is -9.2619 eV. The calculation puts the LUMO energy at 1.066 eV.

---

Arrangement D

This record from the Open Molecules 2025 dataset describes one molecule with the formula C7H12. The level of theory is ωB97M-V/def2-TZVPD.

```
! wB97M-V def2-TZVPD RIJCOSX def2/J DEFGRID3
* xyz 0 1
C -2.48 -2.79 1.65
C -1.69 -2.12 0.64
C -1.24 -1.27 -0.07
C -0.75 -0.09 -0.72
C 0.68 0.37 -0.30
C 1.13 1.66 -0.99
C 2.51 2.13 -0.54
H -1.86 -3.07 2.50
H -2.95 -3.68 1.25
H -3.27 -2.11 2.01
H -1.70 0.31 -0.25
H -0.91 -0.01 -1.81
H 0.69 0.51 0.78
H 1.43 -0.42 -0.51
H 0.39 2.45 -0.77
H 1.12 1.51 -2.08
H 2.54 2.31 0.54
H 3.27 1.37 -0.77
H 2.80 3.06 -1.03
*
```

The gap between HOMO and LUMO comes out at 9.93 eV. Its HOMO energy is -8.8559 eV. The calculation puts the LUMO energy at 1.075 eV.

---

Which structure is most stable? arrangement C, by 81.9 kJ/mol over the runner-up.